Entry 1:
Computed, not measured: a molecular structure, C14H40Ag2N5O5, with ωB97M-V/def2-TZVPD.

ORCA input file:
```
! RIJCOSX wB97M-V def2-TZVPD def2/J DEFGRID3
* xyz 0 2
Ag -18.752 -2.969 -12.399
Ag -17.823 -3.375 -8.497
C -16.963 -0.616 -10.332
O -17.517 -1.901 -10.494
H -16.683 -0.396 -9.302
H -16.147 -0.424 -11.030
H -17.814 0.017 -10.582
C -13.379 1.282 -11.839
C -12.887 2.564 -12.456
C -13.759 3.789 -11.988
O -13.454 4.945 -12.775
C -13.541 6.192 -12.094
N -11.516 2.821 -12.134
H -14.188 0.894 -12.458
H -13.705 1.282 -10.799
H -12.546 0.581 -11.879
H -12.828 2.641 -13.542
H -13.602 3.929 -10.918
H -14.825 3.622 -12.143
H -14.540 6.363 -11.692
H -13.210 7.042 -12.689
H -12.834 6.152 -11.265
H -11.403 2.898 -11.134
H -11.188 3.740 -12.395
C -17.539 0.607 -14.395
C -18.381 -0.722 -14.508
C -18.875 -0.926 -15.928
O -19.568 0.304 -16.361
C -19.669 0.586 -17.725
N -17.454 -1.771 -14.027
H -16.651 0.460 -15.010
H -17.153 0.624 -13.376
H -18.121 1.484 -14.679
H -19.212 -0.762 -13.804
H -19.504 -1.815 -15.963
H -18.008 -1.040 -16.579
H -20.181 -0.200 -18.279
H -18.680 0.449 -18.162
H -20.017 1.590 -17.971
H -16.659 -1.879 -14.642
H -16.957 -1.546 -13.177
C -14.683 -2.973 -7.154
C -15.777 -2.519 -6.206
C -15.223 -1.599 -5.083
O -16.353 -1.177 -4.271
C -16.091 -0.138 -3.306
N -16.701 -1.849 -6.978
H -13.724 -3.234 -6.707
H -14.416 -2.108 -7.761
H -14.933 -3.623 -7.992
H -16.231 -3.394 -5.740
H -14.578 -0.829 -5.506
H -14.665 -2.112 -4.299
H -16.113 -0.671 -2.355
H -16.933 0.526 -3.500
H -15.137 0.322 -3.560
H -16.266 -1.099 -7.496
H -17.224 -1.328 -6.290
C -14.457 -4.167 -10.940
O -14.460 -5.383 -10.811
N -13.658 -3.280 -10.506
N -15.376 -3.603 -11.722
H -13.886 -2.319 -10.718
H -12.876 -3.634 -9.973
H -15.595 -2.666 -11.417
H -16.106 -4.199 -12.085
*
```

HOMO energy (alpha / beta), eV: -4.74 / -7.96
E_LUMO (alpha / beta), eV: -0.48 / -0.50

***

Entry 2:
Computed, not measured: a molecular structure, C5H12CoFO2, with ωB97M-V/def2-TZVPD.

ORCA input file:
```
! RIJCOSX wB97M-V def2-TZVPD def2/J DEFGRID3
* xyz 2 5
F 0.720 1.964 -0.142
C -0.438 -1.369 2.490
O -0.207 -0.421 1.411
C -0.226 0.971 1.847
C 0.841 1.830 1.241
H -0.511 -2.372 2.063
H 0.455 -1.309 3.118
H -1.393 -1.131 2.972
H -0.060 0.944 2.929
H -1.230 1.368 1.642
H 1.850 1.442 1.423
H 0.805 2.824 1.702
Co 2.867 -0.998 0.767
C -0.544 -2.163 -1.752
O -0.964 -2.024 -0.400
C -1.073 -0.757 0.037
H -0.583 -3.230 -1.991
H -1.217 -1.610 -2.424
H 0.477 -1.775 -1.887
H -2.092 -0.609 0.418
H -0.864 0.052 -0.673
*
```

HOMO energy (alpha / beta), eV: -18.37 / -18.78
E_LUMO (alpha / beta), eV: -8.22 / -12.13

***

Entry 3:
Computed, not measured: a molecular structure, C17H14BrInNO3S, with ωB97M-V/def2-TZVPD.

ORCA input file:
```
! RIJCOSX wB97M-V def2-TZVPD def2/J DEFGRID3
* xyz -1 1
C 2.349 0.100 -3.273
C 1.258 0.919 -3.594
C 1.198 1.992 -2.605
H 0.603 0.829 -4.454
C 2.118 1.591 -1.544
C 2.875 0.522 -2.017
H 3.790 0.132 -1.567
H 2.803 -0.654 -3.909
H 0.799 2.990 -2.793
H 2.221 2.080 -0.577
In -0.645 1.004 -1.608
Br -2.204 -0.708 -2.467
C 0.889 -3.002 0.084
C 2.277 -2.705 0.038
C 2.675 -2.729 -1.329
H 2.897 -2.495 0.900
C 1.647 -3.364 -2.076
C 0.493 -3.429 -1.231
H -0.519 -3.698 -1.534
H 0.215 -2.830 0.922
H 3.660 -2.476 -1.700
H 1.693 -3.689 -3.105
O -1.458 -1.275 4.464
S -1.929 -0.999 3.128
O -3.076 -1.693 2.610
N -0.640 -0.986 2.011
C -0.571 0.149 1.350
O 0.067 0.262 0.219
C -1.365 1.257 1.950
C -1.476 2.606 1.570
C -2.479 3.380 2.154
C -3.341 2.815 3.108
C -3.216 1.482 3.504
C -2.193 0.738 2.928
H -0.801 3.016 0.811
H -2.609 4.419 1.859
H -4.125 3.427 3.536
H -3.880 1.022 4.236
*
```

HOMO energy (alpha / beta), eV: -4.89 / -3.26
E_LUMO (alpha / beta), eV: 2.02 / 1.44

***

Entry 4:
Computed, not measured: a single C6H7BINO2 molecule, with ωB97M-V/def2-TZVPD.

ORCA input file:
```
! RIJCOSX wB97M-V def2-TZVPD def2/J DEFGRID3
* xyz 0 1
C 1.517 2.033 1.802
C 1.066 0.739 1.070
N 1.682 -0.368 1.342
C 1.409 -1.508 0.708
C 0.347 -1.642 -0.223
C -0.498 -0.539 -0.455
B -1.649 -0.771 -1.554
O -2.040 -2.030 -1.957
O -2.108 0.391 -2.118
C -0.136 0.724 0.298
I -1.239 2.498 0.137
H 2.227 2.686 1.309
H 0.650 2.693 1.970
H 2.112 1.735 2.659
H 2.075 -2.342 0.921
H 0.075 -2.555 -0.664
H -2.708 -1.963 -2.559
H -2.782 0.221 -2.687
*
```

SMILES: Cc1nccc(B(O)O)c1I
HOMO energy, eV: -8.65
E_LUMO, eV: 0.12
Energy above the lowest of the compared OMol25 structures with the same formula, charge and spin, kJ/mol: 0.0

***

Entry 5:
Computed, not measured: a molecular structure, C18H14N4O2, with ωB97M-V/def2-TZVPD.

ORCA input file:
```
! RIJCOSX wB97M-V def2-TZVPD def2/J DEFGRID3
* xyz 0 1
O -3.099 -2.155 -0.953
C -3.320 -1.158 -0.474
N -2.498 -0.306 0.355
C -1.295 -0.782 0.669
N -0.994 -2.106 1.022
N 0.254 -1.920 1.367
C 0.637 -0.734 1.098
N -0.331 0.114 0.406
C 2.089 -0.149 0.828
H 2.730 -0.730 1.710
H 2.120 1.100 1.118
C 2.691 -0.391 -0.540
C 4.251 -0.222 -0.549
C 4.573 1.369 -0.683
C 5.857 1.691 -0.813
C 6.807 0.785 -0.237
C 6.601 -0.663 -0.024
C 5.211 -0.978 -0.030
H 5.115 -1.848 0.047
H 7.320 -1.153 0.292
H 7.859 1.144 -0.427
H 5.988 2.832 -0.755
H 3.760 2.092 -0.918
H 2.173 0.083 -1.043
H 2.735 -1.390 -0.872
H 0.920 -2.593 1.659
C -3.278 0.564 0.881
O -2.771 1.692 1.624
C -4.723 0.694 0.392
C -5.659 1.576 0.491
C -6.858 1.444 -0.319
C -7.014 0.178 -1.190
C -5.892 -0.648 -1.182
C -4.779 -0.536 -0.542
H -6.036 -1.636 -1.815
H -7.867 0.214 -1.547
H -7.682 2.013 -0.353
H -5.598 2.512 1.306
*
```

HOMO energy, eV: -8.86
E_LUMO, eV: -0.53
Energy above the lowest of the compared OMol25 structures with the same formula, charge and spin, kJ/mol: 1376.4

***

Entry 6:
Computed, not measured: 2 unconnected molecules or ions with the total composition CH3O2S2, with ωB97M-V/def2-TZVPD.

ORCA input file:
```
! RIJCOSX wB97M-V def2-TZVPD def2/J DEFGRID3
* xyz -1 1
S -0.757 1.970 0.530
S 1.015 1.886 -0.587
H -0.911 0.565 0.393
H 1.832 2.390 0.357
O -0.107 -2.184 -1.313
C -0.285 -1.701 -0.196
O -1.235 -0.958 0.206
H 0.448 -1.967 0.610
*
```

HOMO energy, eV: -4.66
E_LUMO, eV: 3.29
Energy above the lowest of the compared OMol25 structures with the same formula, charge and spin, kJ/mol: 22.1

***

Entry 7:
Computed, not measured: a molecular structure, C4H8N2O, with ωB97M-V/def2-TZVPD.

ORCA input file:
```
! RIJCOSX wB97M-V def2-TZVPD def2/J DEFGRID3
* xyz 1 2
H 0.562 0.453 2.474
O 0.621 0.528 3.717
N 0.122 0.272 1.169
H -0.246 0.245 3.925
C 0.734 -0.548 0.165
C -0.752 0.960 0.562
C 0.122 -0.215 -1.034
N -0.882 0.742 -0.829
H -1.599 1.039 -1.437
H -1.465 1.591 1.023
H 1.494 -1.193 0.608
C 0.277 -0.899 -2.366
H -0.214 -0.276 -3.158
H 1.347 -0.768 -2.504
H -0.121 -1.931 -2.313
*
```

HOMO energy (alpha / beta), eV: -13.57 / -12.71
E_LUMO (alpha / beta), eV: -4.40 / -9.16
Energy above the lowest of the compared OMol25 structures with the same formula, charge and spin, kJ/mol: 247.5

***

Entry 8:
Computed, not measured: a molecular structure, C27H52N2O7S2, with ωB97M-V/def2-TZVPD.

ORCA input file:
```
! RIJCOSX wB97M-V def2-TZVPD def2/J DEFGRID3
* xyz 0 1
C 1.185 1.321 -2.482
C 2.425 0.379 -2.412
C 2.058 -1.012 -1.925
O 1.377 -1.746 -2.605
O 2.493 -1.483 -0.685
C 1.292 -1.527 0.152
C 1.696 -1.125 1.578
C 1.782 0.397 1.719
C 0.702 1.151 1.370
C 0.769 2.574 1.462
N -0.245 3.367 1.103
S 0.363 4.866 1.367
N 1.851 4.543 1.903
C 1.981 3.208 1.919
C 3.097 2.394 2.291
O 4.249 2.990 2.716
C 3.015 1.028 2.191
S 4.475 0.083 2.621
H 0.593 1.162 -3.394
H 1.562 2.354 -2.540
H 0.539 1.231 -1.597
H 3.211 0.880 -1.830
H 2.793 0.282 -3.446
H 0.572 -0.831 -0.306
H 0.820 -2.523 0.106
H 1.024 -1.543 2.346
H 2.681 -1.585 1.757
H -0.188 0.618 1.028
H 4.082 3.506 3.515
H 4.336 -0.170 3.953
C 5.740 -3.342 -0.800
C 5.463 -2.541 -2.059
O 6.597 -1.845 -2.550
C 7.697 -2.644 -2.940
C 7.383 -3.598 -4.081
H 6.217 -2.716 -0.044
H 4.810 -3.743 -0.394
H 6.408 -4.184 -0.998
H 4.717 -1.780 -1.833
H 5.035 -3.176 -2.843
H 8.102 -3.186 -2.077
H 8.474 -1.950 -3.263
H 6.681 -4.375 -3.773
H 8.293 -4.089 -4.428
H 6.929 -3.060 -4.916
C 1.272 -2.241 8.063
C 0.643 -1.774 6.761
O 1.585 -1.531 5.731
C 2.353 -2.645 5.311
C 1.518 -3.773 4.727
H 2.072 -1.564 8.367
H 0.522 -2.282 8.853
H 1.706 -3.237 7.964
H 0.135 -0.824 6.933
H -0.123 -2.480 6.421
H 2.982 -3.007 6.132
H 3.029 -2.272 4.540
H 0.894 -4.246 5.488
H 2.163 -4.541 4.300
H 0.853 -3.395 3.948
C -4.862 -1.270 -0.793
C -4.218 -0.318 0.201
O -3.030 0.284 -0.279
C -3.154 1.099 -1.432
C -4.060 2.302 -1.240
H -4.133 -1.996 -1.156
H -5.691 -1.804 -0.325
H -5.256 -0.738 -1.660
H -3.933 -0.877 1.094
H -4.931 0.448 0.527
H -3.477 0.499 -2.291
H -2.144 1.448 -1.655
H -5.102 2.003 -1.112
H -4.008 2.960 -2.108
H -3.768 2.864 -0.351
C -9.162 4.342 -2.836
C -7.660 4.292 -2.608
O -7.099 3.007 -2.810
C -7.221 2.466 -4.113
C -6.525 3.292 -5.182
H -9.663 3.561 -2.261
H -9.559 5.313 -2.537
H -9.414 4.188 -3.887
H -7.451 4.551 -1.570
H -7.146 5.036 -3.226
H -8.275 2.308 -4.365
H -6.758 1.479 -4.073
H -7.016 4.256 -5.329
H -6.535 2.765 -6.137
H -5.490 3.493 -4.899
*
```

HOMO energy, eV: -8.79
E_LUMO, eV: -0.65